No. 1
This record from OMol25 describes C6H9NO4 in the gas phase in a non-equilibrium geometry. The level of theory is wB97M-V/def2-TZVPD.

The calculation puts the maximum force at 0.114 Eh/bohr. The calculation puts the energy above the lowest of the compared OMol25 structures with the same formula, charge and spin at 483.4 kJ/mol. The calculation puts the frontier orbital gap at 8.1014 eV. The calculation puts the molecular weight at 159.14 g/mol. Its LUMO energy is 0.003 Eh. As for the SMILES: C[NH+](C)C1=C([O-])C(=O)O[C@H]1O. The total energy is -589.6017 Eh.

Element x y z (Å)
C (-1.32, 0.11, -1.23)
N (-1.20, -0.05, 0.26)
C (-1.50, -1.40, 0.63)
C (0.23, 0.06, 0.76)
C (1.34, -0.94, 0.04)
O (1.10, -2.08, -0.35)
C (2.58, -0.15, 0.07)
O (3.74, -0.36, -0.24)
O (2.29, 1.13, 0.43)
C (0.93, 1.34, 0.65)
O (0.33, 2.19, -0.31)
H (-1.17, 1.20, -1.43)
H (-0.63, -0.65, -1.69)
H (-2.32, -0.18, -1.42)
H (-1.92, 0.61, 0.79)
H (-0.74, -2.14, 0.12)
H (-1.36, -1.55, 1.78)
H (-2.53, -1.76, 0.22)
H (1.11, 1.93, 1.70)
H (1.03, 2.68, -0.77)

=====

No. 2
This record from OMol25 describes C4H12N2O in the gas phase in a non-equilibrium geometry. The level of theory is wB97M-V/def2-TZVPD.

The calculation puts the maximum force at 0.119 Eh/bohr. The calculation puts the energy above the lowest of the compared OMol25 structures with the same formula, charge and spin at 269.6 kJ/mol. The calculation puts the frontier orbital gap at 10.0524 eV. The calculation puts the molecular weight at 104.15 g/mol. Its LUMO energy is 0.035 Eh. As for the SMILES: NC[C@H](N)CCO. The total energy is -344.2824 Eh.

Element x y z (Å)
N (1.31, 0.64, -2.26)
C (1.39, 0.44, -0.74)
C (0.14, -0.08, -0.24)
N (-1.10, 0.53, -0.63)
C (0.18, -0.16, 1.29)
C (-0.97, -0.88, 1.83)
O (-2.33, -0.51, 1.40)
H (2.27, 0.78, -2.71)
H (0.97, 0.01, -3.03)
H (2.18, -0.24, -0.50)
H (1.60, 1.42, -0.36)
H (-0.10, -1.09, -0.57)
H (-1.25, 1.54, -0.54)
H (-1.50, 0.35, -1.43)
H (0.30, 0.95, 1.62)
H (1.10, -0.61, 1.76)
H (-0.79, -1.92, 1.63)
H (-1.07, -0.89, 2.98)
H (-2.33, -0.28, 0.50)

=====

No. 3
This record from OMol25 describes an isolated ion of composition C6H10NO2S and charge +1 in a non-equilibrium geometry. The level of theory is wB97M-V/def2-TZVPD.

The calculation puts the maximum force at 0.091 Eh/bohr. As for the total charge: +1. The calculation puts the energy above the lowest of the compared OMol25 structures with the same formula, charge and spin at 0.0 kJ/mol. The calculation puts the frontier orbital gap (spin up / spin down) at 9.5264 / 6.4524 eV. The calculation puts the molecular weight at 160.22 g/mol. Its LUMO energy (spin up / spin down) is -0.116 / -0.264 Eh. Its spin multiplicity is 3. The total energy is -837.6616 Eh.

Element x y z (Å)
C (-2.50, 0.53, 0.33)
C (-1.18, 0.97, 0.10)
C (1.15, 0.91, -0.55)
C (-0.14, -1.07, -0.72)
C (1.96, 0.19, 0.58)
C (0.78, -1.79, 0.33)
N (-0.15, 0.28, -0.40)
O (2.01, -1.18, 0.32)
O (-1.06, 2.31, 0.28)
S (-3.13, -0.98, 0.01)
H (-3.12, 1.25, 0.62)
H (1.19, 2.05, -0.54)
H (1.45, 0.46, -1.48)
H (0.25, -1.37, -1.64)
H (-1.12, -1.45, -0.90)
H (2.97, 0.54, 0.62)
H (1.43, 0.24, 1.54)
H (0.26, -1.88, 1.40)
H (0.91, -2.78, -0.05)
H (-1.95, 2.80, 0.16)